ORCA calculation (ωB97M-V/def2-TZVPD) on a 19-piece molecular cluster, C77H203N11O30 overall in a non-equilibrium geometry.

Output
Gap between HOMO and LUMO: 8.94 eV
Molar mass: 1763.52 Da
E_HOMO: -0.309 Eh
Energy: -160936.3037 eV

XYZ file:
```
321
Properties=species:S:1:pos:R:3:forces:R:3
C -1.5945 1.7991 5.1694 0.427 0.834 0.024
O -1.2155 1.5115 3.8276 -0.499 -0.900 0.128
H -1.2016 2.8487 5.3514 -0.630 -1.247 0.199
H -2.6790 1.7346 5.3899 0.290 0.321 -0.554
H -1.1632 1.0735 5.8621 0.442 0.192 0.101
H -1.1514 0.5209 3.7184 0.123 0.882 0.024
C -1.9328 7.7676 -2.5085 -1.977 0.319 -0.043
O -1.6853 8.3591 -3.7562 0.077 -0.533 -1.279
H -1.0353 7.4968 -2.0268 1.148 -0.292 0.771
H -2.4519 8.5737 -1.9604 0.260 -0.577 0.229
H -2.6091 6.8685 -2.5290 0.488 0.758 -0.220
H -1.5144 7.6758 -4.4302 0.008 0.456 0.539
C 2.9438 3.0297 -1.5227 0.331 -2.099 -0.440
O 2.1380 1.9030 -1.9979 1.114 0.883 0.001
H 2.5211 3.9457 -1.8995 -0.200 0.471 0.280
H 3.0108 2.9695 -0.4162 -0.002 0.462 -0.657
H 3.9819 2.9183 -1.9592 -1.055 0.070 0.524
H 1.4692 1.6387 -1.3030 0.137 0.240 0.006
C 1.5739 8.7306 -0.8070 -1.581 1.013 0.437
O 1.6749 9.4730 0.4143 0.159 -0.098 -0.089
H 0.8752 9.2372 -1.5677 1.021 -0.529 0.915
H 2.5625 8.6368 -1.2261 0.239 -0.116 -0.258
H 1.1362 7.7580 -0.5926 0.128 -0.346 -0.171
H 1.0187 9.2009 1.1377 0.424 -0.117 -1.157
C -4.0764 0.4082 0.9611 1.504 -0.353 -0.932
O -3.9270 -0.7152 1.8282 0.088 0.705 0.466
H -3.2826 0.3696 0.1341 -1.278 0.107 1.101
H -5.0731 0.3863 0.5073 0.059 0.311 -0.094
H -3.8840 1.3540 1.5019 -0.270 -0.561 -0.170
H -3.6513 -1.4464 1.2665 -0.211 -0.476 -0.329
C -3.6111 -8.2344 -1.2263 -0.925 0.932 2.680
O -2.2971 -7.8173 -1.4033 0.522 0.834 -0.307
C -1.8331 -8.0460 -2.7158 -0.180 -1.019 0.471
C -0.4159 -7.5764 -2.8949 1.184 -0.857 0.449
N -0.2453 -6.1480 -2.8785 -0.515 0.376 -2.800
C 0.8916 -5.7328 -3.7185 0.286 -0.954 1.570
C 2.2662 -6.1156 -3.0723 -0.944 0.183 -1.765
O 2.2124 -5.8506 -1.7240 -0.533 0.740 0.786
C 3.4636 -5.7927 -1.1253 1.002 -1.385 0.766
H -3.9906 -8.9732 -1.8871 0.082 -0.790 -1.026
H -4.3543 -7.3888 -1.2125 0.734 -0.490 -0.154
H -3.6093 -8.6828 -0.2046 -0.412 0.266 -0.601
H -2.4753 -7.5540 -3.4483 -0.138 0.034 -0.150
H -1.9263 -9.1521 -2.7794 0.411 0.418 -0.911
H -0.0437 -7.9424 -3.8808 -0.382 0.082 0.628
H 0.2742 -7.9895 -2.1176 -0.650 -0.359 -0.428
H -0.0664 -5.7840 -1.9893 0.090 0.305 1.743
H 0.8257 -4.6743 -3.7708 0.198 1.097 -0.269
H 0.8129 -6.1530 -4.7151 -0.053 -0.051 -0.143
H 2.9852 -5.4808 -3.6211 0.328 -0.411 0.372
H 2.4870 -7.1787 -3.1573 0.222 -0.194 -0.644
H 3.3017 -5.5930 -0.0633 0.039 0.432 -0.160
H 4.0906 -5.0233 -1.6087 0.016 -0.334 0.248
H 3.9796 -6.8260 -1.1031 -0.488 1.367 -0.500
C 4.9533 -0.8367 -2.0283 -2.466 -1.038 -0.705
O 4.9008 -1.8881 -3.0363 0.011 1.232 0.131
C 4.5428 -1.4507 -4.3484 1.418 -0.198 -0.676
C 4.4960 -2.6819 -5.3086 0.343 0.574 1.453
N 5.8005 -3.3240 -5.4782 0.410 -0.143 0.525
C 6.3154 -4.1717 -4.3674 -0.303 -0.973 -0.473
C 7.8030 -4.5226 -4.4397 0.073 0.622 -0.185
O 8.0667 -5.1976 -5.6757 -1.161 0.650 0.738
C 9.3597 -5.6781 -5.7918 0.378 1.004 -0.842
H 4.9949 -1.4460 -1.1566 0.540 -0.004 1.097
H 3.9605 -0.3164 -1.9534 0.672 -0.217 -0.354
H 5.7141 -0.0786 -2.0749 0.731 -0.028 -0.493
H 5.3636 -0.7997 -4.7469 -0.609 -0.199 0.308
H 3.6088 -0.8761 -4.3332 -0.065 -0.200 -0.052
H 4.0886 -2.3241 -6.2301 0.231 0.300 -0.903
H 3.7033 -3.3239 -4.9453 -0.187 -0.731 0.421
H 5.9695 -3.7046 -6.4113 -0.194 0.006 0.710
H 5.8627 -5.2136 -4.3111 -0.249 1.062 -0.165
H 6.1374 -3.6703 -3.4039 -0.035 -0.131 -0.519
H 8.0220 -5.1598 -3.5422 0.017 0.251 -0.734
H 8.4288 -3.6028 -4.3748 -0.200 -0.463 -0.094
H 9.4703 -6.0469 -6.8118 0.153 -0.102 0.160
H 9.5479 -6.4186 -5.0753 0.267 -1.606 0.999
H 10.1117 -4.9119 -5.5885 0.063 0.356 -0.260
C -3.9111 5.6440 0.2250 -0.802 -0.819 1.287
O -3.5506 4.3378 0.7505 -0.005 0.968 1.090
C -3.3836 4.2736 2.2136 0.405 -1.000 -0.657
C -4.6705 4.3738 3.0120 -0.416 1.284 -0.733
N -5.4723 3.1818 2.8753 -0.802 0.070 1.084
C -4.9978 2.1593 3.8000 0.225 -1.476 -0.421
C -5.9668 0.9655 3.9227 -1.431 0.344 -0.011
O -5.5416 0.0224 4.9311 1.031 2.096 -1.153
C -6.5444 -0.8549 5.3006 -0.359 0.520 -0.556
H -3.5994 6.4875 0.8603 0.865 -0.249 -0.282
H -4.9943 5.7814 0.2774 -0.209 -0.333 -0.433
H -3.5813 5.6839 -0.8081 0.174 0.181 0.107
H -2.6812 5.0491 2.5470 0.141 -0.272 -0.212
H -3.0028 3.2241 2.3953 0.228 1.319 -0.269
H -5.2090 5.2759 2.6181 0.072 -0.649 0.403
H -4.4889 4.5730 4.0949 0.087 -0.181 -0.811
H -5.5125 2.8787 1.9093 0.136 -0.161 0.054
H -4.8513 2.5640 4.8030 -0.172 0.274 -0.099
H -4.0150 1.7743 3.4674 -0.166 -0.135 0.399
H -6.1379 0.4860 2.9278 0.604 -0.059 0.646
H -7.0135 1.3725 4.1694 1.287 -0.385 0.082
H -6.1114 -1.4717 6.0603 -0.059 -0.515 0.592
H -6.7699 -1.4606 4.4181 -0.674 -0.215 0.207
H -7.3943 -0.2526 5.6828 -0.033 -0.732 -0.155
C 6.4597 13.6530 -7.4167 0.059 1.580 -0.940
O 5.7567 12.9353 -6.4929 -0.955 -0.323 1.130
C 5.4628 11.6317 -6.8902 -0.130 -0.690 -0.380
C 4.1982 11.0823 -6.2619 0.510 -0.109 0.046
N 4.2568 9.5950 -6.2927 -1.268 0.740 0.862
C 3.0792 9.1077 -5.5205 0.323 0.359 0.156
C 3.3205 7.6971 -4.9905 0.684 0.864 -2.305
O 2.3790 7.3760 -4.0696 -1.303 -0.692 1.319
C 2.5368 6.0188 -3.7188 0.778 -0.181 0.089
H 6.5734 14.6917 -7.0559 0.193 -0.604 -0.044
H 5.9315 13.7087 -8.3563 -0.665 0.182 -0.543
H 7.3951 13.2296 -7.7317 0.995 -0.358 0.446
H 6.3119 10.9982 -6.6843 0.458 -0.482 0.407
H 5.3095 11.5164 -7.9526 0.126 0.475 -0.765
H 3.3384 11.4413 -6.8582 0.206 -0.286 0.505
H 4.1397 11.4811 -5.2358 -0.263 -0.127 -0.135
H 5.0460 9.3208 -5.7286 0.560 0.056 -0.008
H 2.2173 9.2114 -6.1769 -0.239 -0.250 0.161
H 2.9092 9.7311 -4.6057 -0.020 -0.231 -0.604
H 4.2786 7.7780 -4.4759 0.634 -0.548 -0.200
H 3.3301 6.9475 -5.8444 0.329 0.673 0.833
H 1.9617 5.7981 -2.8136 0.104 0.102 -0.315
H 3.6266 5.7663 -3.5781 -0.838 0.283 0.267
H 2.2271 5.4080 -4.5643 -0.324 -0.226 0.046
C -2.6788 -6.0116 3.5987 -0.576 0.456 0.474
O -3.6975 -5.1093 3.0936 0.312 -1.085 0.855
C -4.8168 -5.1297 3.9822 0.206 -0.983 0.777
C -5.7880 -4.1255 3.5528 0.150 1.213 -0.822
N -6.2252 -4.3929 2.2094 -1.745 0.639 0.044
C -6.9513 -3.3003 1.5137 0.250 -1.747 0.618
C -7.2902 -3.7027 0.1050 0.560 -0.719 -0.612
O -6.0340 -4.1317 -0.5306 -1.535 0.331 -0.495
C -6.1069 -4.3072 -1.9616 -0.965 0.310 0.541
H -1.9856 -6.3045 2.8077 -0.311 0.093 -0.057
H -3.1573 -6.8979 4.0617 0.280 0.253 -0.449
H -2.1085 -5.5069 4.3992 -0.124 -0.093 -0.238
H -4.5314 -4.8854 5.0203 0.269 -0.147 -0.217
H -5.3456 -6.0815 4.0083 0.479 -0.697 -0.192
H -5.1498 -3.2364 3.6857 -0.860 0.882 -0.319
H -6.6800 -4.1304 4.1660 0.068 0.289 0.670
H -5.4756 -4.7506 1.6836 0.972 -0.164 -1.031
H -6.3834 -2.3920 1.5643 0.318 0.847 -0.172
H -7.9382 -3.1580 1.9574 0.084 0.192 0.546
H -7.6583 -2.7955 -0.4031 -0.108 -0.452 -0.141
H -8.0863 -4.5384 0.1178 1.346 1.094 -0.305
H -6.8380 -5.0800 -2.2314 -0.178 0.262 0.149
H -5.1659 -4.6827 -2.2499 1.315 -0.319 -0.371
H -6.2934 -3.3763 -2.5464 -0.071 -0.391 0.697
C 1.6093 5.9549 3.0384 0.740 -1.076 -0.565
O 0.4574 6.3145 2.3286 -0.392 -0.698 -0.052
C -0.4941 6.8844 3.1887 0.270 0.137 0.338
C -0.2049 8.3342 3.3695 1.855 0.260 1.225
N -0.2999 9.1024 2.1774 -0.873 0.641 -0.894
C -0.5114 10.5239 2.5535 0.100 -0.871 -0.325
C -0.4193 11.4724 1.3818 -0.184 -1.068 1.084
O -1.5635 11.1856 0.6195 -0.312 0.497 -0.857
C -1.3769 11.6319 -0.7178 0.293 0.122 0.094
H 2.1831 6.8490 3.2956 0.137 -0.244 0.347
H 2.2250 5.3126 2.3687 -0.303 0.560 0.333
H 1.3479 5.3132 3.9072 0.215 0.567 -0.158
H -0.4878 6.4511 4.1977 0.102 -0.404 -0.164
H -1.4707 6.6922 2.7691 -0.384 0.169 -0.270
H 0.8870 8.4633 3.7151 -1.472 -0.365 -0.083
H -0.8132 8.7310 4.1871 -0.271 0.061 0.053
H -1.0050 8.7033 1.5431 0.104 0.688 0.395
H 0.3081 10.6892 3.2570 -0.257 0.467 0.172
H -1.5029 10.6380 3.0250 0.371 0.119 0.165
H 0.4677 11.2134 0.8135 0.334 0.449 -0.090
H -0.4045 12.4753 1.8214 -0.035 0.296 -0.545
H -0.5493 11.0756 -1.1902 -0.523 -0.147 -0.101
H -1.0409 12.6696 -0.7296 -0.157 0.291 0.064
H -2.3276 11.5746 -1.2550 0.283 -0.277 0.051
C 0.5432 -6.5949 1.2090 -0.095 -0.765 -1.617
O 1.4088 -7.5888 1.6928 0.855 -0.188 0.179
C 2.6409 -7.1479 2.2842 -1.784 -0.280 1.175
C 3.0687 -8.2370 3.2735 -0.318 0.043 -0.066
N 4.4866 -8.5234 3.2669 0.845 0.039 -1.143
C 4.7671 -9.8494 3.7972 0.624 0.547 1.491
C 6.2424 -10.2342 3.5801 -0.837 1.517 0.550
O 6.3871 -10.0636 2.2046 0.565 -0.830 -1.077
C 7.7062 -10.2006 1.7279 0.440 0.946 1.444
H 0.8909 -6.1272 0.2631 0.380 0.208 0.670
H 0.2832 -5.8551 1.9565 -0.148 0.229 0.189
H -0.3123 -7.1694 0.8231 -0.248 0.364 0.606
H 2.4040 -6.2179 2.8269 0.423 -0.062 -0.364
H 3.4205 -7.0063 1.5795 0.575 0.322 -1.034
H 2.4809 -9.1389 2.9944 0.021 0.379 0.430
H 2.8400 -7.8653 4.2750 -0.430 -0.496 0.111
H 4.8178 -8.5573 2.2878 -0.217 0.140 0.686
H 4.1430 -10.5593 3.2934 -0.420 -0.908 -0.301
H 4.5031 -9.8715 4.8814 0.240 -0.030 -0.639
H 6.4368 -11.2294 3.9829 0.116 -0.283 -0.348
H 6.9365 -9.5104 4.0611 -0.422 -0.332 0.188
H 8.1072 -11.1990 1.8108 -0.185 -0.647 -0.406
H 8.3943 -9.5991 2.3490 -0.182 0.069 0.024
H 7.7615 -9.7592 0.7583 -0.081 -0.202 -0.874
C 3.3089 -1.7727 7.1087 -1.803 -1.628 1.191
O 4.5530 -2.0814 6.6169 0.715 0.871 -1.061
C 5.1068 -3.2697 7.1064 1.895 0.097 1.174
C 4.7452 -4.4936 6.2893 0.452 -0.701 2.818
N 5.3110 -4.2788 5.0139 -0.121 -1.310 -0.683
C 4.8508 -5.2974 4.0748 -0.389 0.617 0.109
C 5.1883 -4.9754 2.6698 2.051 -0.696 -0.520
O 4.3735 -3.9562 2.3376 -2.571 1.969 -0.722
C 4.6793 -3.1309 1.2388 -0.263 0.266 0.934
H 3.2589 -1.4711 8.1780 0.517 0.022 -0.411
H 2.6515 -2.6724 7.0480 0.134 0.373 0.081
H 2.8009 -1.0424 6.5243 0.069 0.840 -0.574
H 4.8382 -3.3157 8.1740 0.166 -0.498 -0.164
H 6.2289 -3.1362 7.0093 -1.183 -0.127 0.304
H 3.6624 -4.5512 6.3474 -0.653 -0.356 -0.506
H 5.1261 -5.4378 6.8407 -0.323 1.377 -1.001
H 4.9861 -3.3616 4.7944 -0.148 0.671 -1.009
H 3.7588 -5.4530 4.0658 0.048 0.271 0.384
H 5.2597 -6.2343 4.3278 0.705 -1.167 0.510
H 5.0188 -5.8586 2.0248 0.380 0.172 0.117
H 6.2361 -4.5986 2.5608 -0.223 -0.709 0.165
H 5.7123 -2.8166 1.3657 0.271 0.386 -0.324
H 3.9800 -2.2759 1.3540 0.564 -0.379 -0.459
H 4.5559 -3.6290 0.2799 -0.075 -0.053 -0.183
C -0.3967 5.0121 -1.1521 0.954 0.863 0.532
O -0.2051 3.6373 -1.0228 -0.152 -0.172 0.672
C -0.0092 3.3215 0.3694 -1.455 1.456 -0.963
C -0.4634 1.9357 0.5731 0.403 -1.072 -0.428
N 0.2658 0.9643 -0.2706 -0.001 0.166 0.140
C -0.4870 0.3037 -1.3406 -0.407 -1.636 1.137
C 0.3450 -0.8500 -1.8555 0.415 0.168 0.017
O 0.5781 -1.7057 -0.7190 1.173 -0.640 -0.853
C 1.5139 -2.7940 -1.0133 -0.481 0.430 0.973
H -0.7829 5.1996 -2.1512 0.030 0.160 0.010
H 0.5971 5.5259 -0.9943 -0.774 -0.104 -0.351
H -1.0576 5.4500 -0.3536 0.174 -0.489 -0.775
H -0.7172 3.9740 0.8921 0.068 -0.094 0.439
H 0.9677 3.6527 0.6944 0.683 -0.456 0.073
H -1.5346 1.8949 0.3843 -0.136 -0.022 -0.086
H -0.2869 1.6476 1.5895 -0.115 -0.042 0.765
H 0.6514 0.2753 0.3689 -0.023 -0.205 -0.388
H -0.7614 0.9992 -2.1092 -0.153 0.371 -0.391
H -1.3654 -0.2522 -0.9734 -0.375 0.822 0.232
H 1.2605 -0.3555 -2.1800 0.563 -0.664 -0.319
H -0.1286 -1.4140 -2.6932 0.189 0.413 0.497
H 0.9687 -3.6176 -1.4878 0.143 0.139 -0.079
H 1.9168 -3.1783 -0.0325 -0.462 0.498 -0.924
H 2.3632 -2.4789 -1.6506 -0.425 0.025 0.243
C 2.4763 1.4869 2.3372 2.272 0.349 0.334
O 1.7960 0.3124 2.4875 -0.568 -1.742 -0.556
C 1.7076 -0.0297 3.8637 0.237 2.255 0.613
C 1.0398 -1.3301 4.0720 -0.427 -1.101 0.238
N -0.2888 -1.3056 3.4941 -0.466 0.099 0.048
C -1.2601 -2.2947 3.9796 1.270 0.164 0.450
C -2.1809 -1.7287 4.9861 -0.913 -0.229 0.383
O -1.6365 -1.4862 6.2470 0.387 0.776 0.753
C -2.6357 -0.9562 7.1064 0.361 -0.024 0.884
H 1.9812 2.2642 2.8379 -1.091 1.555 0.459
H 2.7472 1.7610 1.3277 -0.646 -0.317 -0.522
H 3.4557 1.4578 2.8469 0.055 -0.287 0.049
H 1.0928 0.8431 4.3343 1.146 -1.512 -0.239
H 2.7568 -0.0837 4.2458 -0.670 0.240 0.131
H 0.9583 -1.5502 5.1441 0.002 0.285 -0.129
H 1.6466 -2.1491 3.6513 0.065 0.092 -0.031
H -0.1684 -1.3095 2.4934 -0.346 -0.199 -0.261
H -0.8025 -3.1978 4.3886 0.322 -0.192 -0.153
H -1.9342 -2.5696 3.2121 -0.408 -0.451 -1.240
H -2.9994 -2.4375 5.1490 -0.374 -0.066 -0.360
H -2.5666 -0.8222 4.5503 -0.627 0.552 -0.060
H -3.3715 -1.7369 7.3804 0.383 0.202 0.123
H -3.2038 -0.1310 6.7027 -0.184 0.196 -0.821
H -2.1499 -0.4929 7.9894 -0.101 -0.814 -0.274
C -3.6822 0.3045 -2.6087 -0.194 -0.669 3.404
O -3.6101 1.5256 -1.8099 -0.047 -0.119 -1.674
C -3.9820 2.6463 -2.6576 2.091 0.010 0.598
C -5.4070 2.6774 -2.9941 -1.345 -0.207 0.238
N -6.2150 2.6883 -1.7975 0.643 -0.111 0.404
C -7.6036 2.3981 -2.0540 -0.174 -0.273 0.932
C -8.3790 2.0620 -0.7409 0.175 1.571 -1.352
O -7.7436 1.0242 -0.0572 0.129 -0.167 -0.726
C -8.4436 0.4414 0.9867 -1.764 0.956 1.547
H -3.3078 -0.5562 -1.9597 -0.401 1.203 -0.731
H -3.1174 0.3190 -3.4989 0.752 0.421 -1.155
H -4.7200 0.0864 -2.7857 -0.500 -0.205 -0.431
H -3.3846 2.5549 -3.5887 -0.135 0.394 0.377
H -3.7293 3.5938 -2.1142 0.108 -0.961 -0.269
H -5.6962 1.8140 -3.5933 0.061 -0.096 -0.544
H -5.5885 3.5856 -3.5545 -0.148 0.246 -0.480
H -5.7279 2.1516 -1.0831 -0.623 -0.308 -0.110
H -7.8300 1.5669 -2.7749 0.582 0.383 0.289
H -7.9368 3.3455 -2.5008 -0.839 -0.415 0.079
H -9.3987 1.8458 -1.0865 -0.041 -0.300 0.466
H -8.3940 2.9737 -0.1189 -0.124 -0.257 0.023
H -8.8980 -0.5176 0.7974 -0.337 -0.401 -0.833
H -9.2555 1.0761 1.5093 1.110 -0.458 -1.188
H -7.7557 0.2510 1.7614 1.005 -0.236 0.975
C -0.0492 2.9391 -4.7104 1.976 1.312 -0.030
C 1.4179 2.7601 -5.3001 -3.234 -0.336 -2.119
O 1.8580 1.5069 -4.9346 1.032 -0.803 1.337
H 0.0519 2.8948 -3.6276 -0.221 -0.500 0.174
H -0.6750 2.1840 -5.1329 -0.419 -0.592 -0.025
H -0.4931 3.9228 -4.8835 0.082 0.057 -0.407
H 2.1099 3.4839 -4.9940 0.781 1.373 0.529
H 1.3642 2.7819 -6.4324 0.080 0.104 1.135
H 2.0933 1.6552 -3.9885 -0.166 -0.853 -0.313
C -2.0319 -4.5833 0.0128 -0.586 -0.012 -2.056
C -2.3488 -3.1713 -0.5205 -2.300 -0.688 -0.267
O -3.7079 -2.7167 -0.1705 2.019 1.464 0.662
H -2.2807 -4.7193 1.0469 0.027 0.364 0.650
H -0.9803 -4.8005 -0.1821 0.074 -0.003 0.217
H -2.6148 -5.3543 -0.5357 0.312 0.419 0.176
H -2.2594 -2.9560 -1.6018 0.153 -1.045 0.197
H -1.6736 -2.4790 -0.0999 0.529 0.944 0.967
H -4.4960 -3.2504 -0.2557 -0.059 -1.198 -0.441
C -2.8354 -3.4226 -5.9151 0.699 -0.628 1.104
C -3.0931 -4.6658 -5.0107 -0.480 0.028 0.071
O -2.8505 -4.4839 -3.6079 1.060 -0.384 -0.252
H -1.7446 -3.3468 -6.0743 -0.401 0.227 0.109
H -3.2089 -2.4561 -5.5051 0.056 -0.865 -0.308
H -3.2669 -3.6848 -6.8714 -0.275 0.357 -0.355
H -2.5598 -5.5291 -5.4587 0.175 0.378 0.476
H -4.1474 -4.9807 -5.0641 0.095 0.377 -0.140
H -2.0078 -4.9277 -3.3113 -0.792 0.317 -0.614
```
Forces are in eV/Å.